C12H19Cl2F9N4O4S2 | ωB97M-V with the def2-TZVPD basis set

Structure (ORCA input):
```
! RIJCOSX wB97M-V def2-TZVPD def2/J DEFGRID3
* xyz 0 1
O 0.88 -2.64 2.89
S 1.66 -1.58 3.59
O 1.20 -1.58 5.03
O 1.34 -0.02 3.04
C 3.49 -1.85 3.58
C 4.10 -2.23 2.17
C 3.93 -1.11 1.04
C 2.69 -1.55 0.09
N 1.87 -0.42 -0.38
N 2.41 0.82 -0.50
C 1.52 1.87 -0.94
C 1.89 3.39 -1.18
C 1.38 4.28 0.05
O 1.48 3.43 1.23
N 0.29 1.16 -1.11
C 0.52 -0.24 -0.79
N -0.41 -1.20 -0.89
Cl -0.23 -2.86 -0.60
C -1.78 -0.71 -1.31
C -2.79 -1.87 -1.71
C -4.19 -1.47 -2.28
F -5.16 -2.33 -1.68
F -4.20 -1.87 -3.66
C -4.65 0.04 -2.28
F -5.77 0.08 -3.16
F -3.75 0.94 -2.90
S -5.26 0.78 -0.69
F -4.55 -0.35 0.28
F -6.69 -0.05 -0.81
F -5.99 2.02 -1.55
F -3.93 1.79 -0.52
F -5.87 1.48 0.70
H 1.47 0.02 2.06
H 3.73 -2.63 4.39
H 3.97 -0.87 3.91
H 5.23 -2.36 2.33
H 3.74 -3.26 1.82
H 4.87 -0.88 0.45
H 3.57 -0.16 1.58
H 2.11 -2.32 0.72
H 3.17 -2.05 -0.82
H 3.36 1.16 -0.33
H 3.04 3.46 -1.20
H 1.53 3.76 -2.20
H 2.05 5.19 0.16
H 0.29 4.54 -0.16
H 1.07 3.94 1.96
H -1.58 -0.10 -2.26
H -2.18 -0.01 -0.51
H -2.30 -2.59 -2.45
H -2.98 -2.50 -0.77
Cl 0.41 1.49 -3.45
*
```

Computed properties:
LUMO: -1.0 eV
Highest occupied orbital energy: -6.548 eV